Below is a gas-phase ion, C5H11N4 (charge +1) in a non-equilibrium geometry, with properties calculated with ωB97M-V/def2-TZVPD.

* DFT total energy: -11314.8309 eV
* M: 127.17 g mol⁻¹
* net charge: +1
* energy above the lowest of the compared OMol25 structures with the same formula, charge and spin: 69.56 kcal per mole
* HOMO-LUMO gap (spin up / spin down): 8.3 / 8.3 eV
* HOMO (spin up / spin down): -11.83 / -11.83 eV

The geometry in XYZ format:
```
20
Properties=species:S:1:pos:R:3:forces:R:3:lowdin_charge:R:1
N 2.506 1.657 0.157 -3.2 -4.8 -0.4 0.079
N -1.456 -1.076 -0.710 -0.3 2.2 1.7 0.133
N 0.786 -1.588 -0.051 0.6 -3.2 -2.0 0.051
N -2.086 1.194 -0.672 0.3 1.2 2.0 0.100
C 1.369 0.770 -0.086 3.2 2.6 -1.7 -0.073
C 1.655 -0.544 0.215 -2.9 2.8 -0.7 -0.125
C -1.573 0.143 0.128 -0.9 -0.5 -1.7 -0.429
C -0.389 -1.839 -0.588 -0.2 0.2 0.1 -0.096
C -1.222 0.167 1.393 0.0 2.1 -0.5 0.067
H 2.490 -0.908 0.726 1.3 0.1 0.7 0.110
H -0.790 -0.524 2.051 0.3 -1.2 0.3 0.070
H -2.522 2.115 -0.302 1.1 -2.7 -0.6 0.165
H 1.338 -2.449 -0.310 -0.4 1.3 1.0 0.188
H -2.474 0.823 -1.496 -0.6 0.2 -1.1 0.062
H 3.154 1.126 0.676 1.3 0.6 0.7 0.065
H 0.652 1.311 -0.864 0.9 -1.9 2.2 0.167
H -1.222 1.193 1.717 -0.2 0.2 0.8 0.085
H -0.396 -2.822 -0.990 -0.7 -0.7 -0.3 0.152
H 2.543 2.611 0.067 -0.2 2.2 -0.1 0.058
H -2.364 -1.360 -1.062 0.6 -0.8 -0.2 0.170
```
Positions in Å, forces in eV/Å.



Below is 2 unconnected molecules or ions with the total composition C27H28FN7O3 in a non-equilibrium geometry, with properties calculated with ωB97M-V/def2-TZVPD.

* DFT total energy: -47717.2250 eV
* M: 517.57 g mol⁻¹
* energy above the lowest of the compared OMol25 structures with the same formula, charge and spin: 613.11 kcal per mole
* HOMO-LUMO gap: 7.8 eV
* HOMO: -7.85 eV

The geometry in XYZ format:
```
66
Properties=species:S:1:pos:R:3:forces:R:3:lowdin_charge:R:1
F -2.081 4.145 0.166 0.6 -2.3 0.5 0.050
O 1.048 -1.193 1.910 -6.0 -2.4 5.3 0.150
O -3.718 -2.277 -0.215 2.1 -1.7 -0.2 0.164
O 1.900 -0.282 -1.845 -3.6 4.6 2.8 -0.014
N 0.832 1.105 -0.145 5.1 -5.7 -4.1 -0.075
N 2.889 -1.489 0.545 0.8 8.7 -1.4 0.044
N -1.972 -0.608 -1.311 3.3 2.9 -3.1 0.279
N 5.775 2.394 0.104 1.3 2.3 -1.7 0.052
N -2.382 1.577 -2.258 0.4 -3.7 1.9 0.087
N -1.441 0.635 -2.162 -2.2 -1.2 2.8 -0.152
N -3.382 1.047 -1.683 -4.5 1.3 0.0 0.067
C 4.301 1.251 1.445 -6.5 -4.3 1.0 -0.027
C 4.881 2.882 -0.731 -2.8 -5.9 2.0 -0.064
C 3.218 1.405 0.375 5.0 1.8 0.9 -0.125
C 4.887 -3.465 -0.561 11.5 0.2 -3.4 -0.350
C -5.761 -1.763 0.347 -4.7 -7.8 5.1 -0.065
C 1.895 0.961 0.724 -0.6 -3.4 7.5 -0.197
C -3.761 1.266 1.878 -0.8 2.8 1.1 -0.144
C -1.321 1.788 0.798 4.3 10.3 -6.3 -0.232
C 2.654 -3.409 -0.426 -5.2 -7.0 -12.2 -0.135
C 1.801 -0.602 1.334 9.5 -0.2 -8.9 -0.328
C 1.018 0.580 -1.412 1.0 -3.5 -3.6 -0.249
C 0.023 2.067 0.047 -6.4 10.2 2.3 -0.200
C 3.243 -2.848 0.633 -3.3 3.9 8.6 -0.498
C -4.717 -2.738 0.458 -4.5 -0.1 1.9 -0.265
C 3.574 2.202 -0.790 11.8 -4.4 10.7 0.084
C -1.497 0.727 1.382 -4.8 -9.2 7.4 -0.013
C -0.139 0.959 -2.493 3.3 -6.7 -1.9 -0.080
C -3.556 2.553 1.491 12.2 -3.2 -3.7 0.094
C -4.099 -1.164 -0.751 -4.1 3.8 0.5 -0.294
C 4.003 -4.246 -1.238 -6.7 -3.2 13.9 -0.120
C -3.208 -0.250 -1.192 5.4 3.1 -3.0 -0.347
C 4.656 -3.252 0.840 -1.5 15.4 -9.8 -0.091
C -4.715 -4.080 1.152 -4.3 -1.3 -6.2 0.016
C -5.385 -0.754 -0.340 3.2 2.8 -3.4 -0.017
C -2.815 0.430 2.106 8.4 8.1 -5.0 0.009
C -2.213 2.879 0.703 -6.5 -1.2 4.4 -0.071
C 5.500 1.616 1.153 2.9 3.1 0.4 -0.220
H 5.205 -2.594 -1.266 -0.9 -0.5 1.8 0.165
H 5.091 3.319 -1.614 1.6 2.4 -2.3 0.068
H -0.091 1.865 -3.024 0.2 1.1 -0.4 0.092
H 1.640 1.286 1.987 0.3 0.3 -4.0 0.258
H -0.364 2.691 -0.829 1.1 -1.2 0.5 0.144
H 1.668 -4.132 -0.388 2.7 1.6 0.7 0.154
H 3.304 -0.861 -0.340 -1.4 -2.5 3.1 0.176
H 4.163 0.556 2.477 -0.1 2.2 -3.0 0.182
H 0.555 2.936 0.668 -1.0 -1.6 -1.1 0.191
H 0.129 -0.150 -3.421 -0.2 3.7 2.5 0.234
H 2.531 -2.975 1.542 1.4 -1.2 -0.6 0.184
H -2.837 -0.458 2.175 -1.2 -11.9 2.5 0.002
H 4.703 -3.906 1.362 1.2 -14.8 10.8 -0.018
H -4.573 1.064 2.432 -3.9 -0.6 1.1 0.091
H 3.875 -5.392 -0.607 0.7 2.9 -1.9 0.185
H 3.938 -4.471 -2.106 -0.6 -1.8 -10.9 -0.015
H 5.276 -2.459 1.249 -0.1 0.3 0.0 0.148
H 2.801 2.434 -1.101 -12.5 4.6 -7.4 -0.035
H -6.862 -1.998 0.689 2.5 0.6 -0.3 0.161
H -5.920 0.163 -0.479 0.2 0.2 -0.5 0.135
H -4.288 3.074 1.366 -8.1 6.7 -1.1 0.003
H -0.781 -0.089 1.492 0.0 0.5 -0.5 0.113
H 2.297 -2.817 -1.441 1.0 -0.3 3.1 0.151
H -4.076 -4.149 1.865 4.8 -0.5 4.3 -0.003
H 6.224 1.720 1.962 0.4 -0.9 -0.4 0.115
H -5.660 -4.430 1.635 0.2 1.1 -0.7 0.102
H -4.556 -4.905 0.331 0.1 1.4 1.6 0.132
H 5.960 -4.071 -0.660 -1.7 1.4 0.3 0.166
```
Positions in Å, forces in eV/Å.



Below is a molecular structure, C9H13O5PPm in a non-equilibrium geometry, with properties calculated with ωB97M-V/def2-TZVPD.

* DFT total energy: -45591.5848 eV
* M: 377.17 g mol⁻¹
* net charge: +3
* multiplicity: 5
* energy above the lowest of the compared OMol25 structures with the same formula, charge and spin: 72.14 kcal per mole
* HOMO-LUMO gap (spin up / spin down): 3.5 / 3.8 eV
* HOMO (spin up / spin down): -18.00 / -18.05 eV

The geometry in XYZ format:
```
29
Properties=species:S:1:pos:R:3:forces:R:3:lowdin_charge:R:1
Pm 0.582 -0.472 -0.445 -2.9 6.3 0.3 1.662
P -1.460 -0.589 1.862 -1.8 -1.0 1.6 0.554
O 4.034 0.307 0.903 -3.9 -0.4 -2.1 0.230
O -1.016 0.474 0.859 2.4 -0.4 -2.4 -0.506
O 3.721 -0.499 -2.995 -4.4 1.0 3.1 0.207
O 1.848 -3.531 -1.055 -1.9 6.7 2.4 0.271
O -0.043 -1.650 -4.097 1.0 2.3 5.8 0.210
C 0.135 -1.243 -3.019 -1.4 -2.4 -6.0 0.019
C 2.789 -0.322 -2.328 4.4 -1.0 -3.3 -0.011
C 0.114 4.001 -2.477 0.3 -0.9 1.3 -0.039
C -2.250 -1.948 0.960 -0.5 -0.1 -0.6 -0.148
C 1.534 -2.459 -0.679 4.1 -11.8 -2.8 -0.114
C 3.017 0.174 0.391 4.1 0.5 2.7 -0.007
C 1.253 3.729 -3.072 -0.1 -1.4 0.7 -0.045
C -0.009 -1.316 2.644 0.8 0.2 0.4 -0.161
C -2.518 0.284 2.982 -0.1 0.3 0.3 -0.111
H 2.129 3.718 -2.491 1.4 0.8 0.2 0.037
H -0.278 -1.991 3.484 0.1 0.2 -0.5 0.117
H -1.863 1.049 3.466 -0.5 -0.5 -0.1 0.104
H -2.999 -1.528 0.240 0.4 -0.3 0.7 0.099
H -3.227 0.846 2.327 0.3 -0.5 0.5 0.106
H -2.785 -2.657 1.635 0.5 0.4 -0.4 0.110
H 0.639 -1.930 1.970 -0.4 0.0 0.2 0.036
H -1.531 -2.563 0.346 -0.3 0.3 0.6 0.056
H 1.248 3.099 -3.911 0.2 0.0 -1.7 0.038
H -3.049 -0.340 3.728 0.3 0.4 -0.4 0.105
H 0.140 4.237 -1.439 -0.2 1.0 0.5 0.049
H -0.791 3.637 -2.847 -1.5 0.2 -0.9 0.040
H 0.638 -0.517 3.059 -0.4 -0.3 0.0 0.092
```
Positions in Å, forces in eV/Å.



Below is 11 unconnected molecules or ions with the total composition C42H103N3O11 in a non-equilibrium geometry, with properties calculated with ωB97M-V/def2-TZVPD.

* DFT total energy: -72209.1819 eV
* M: 826.30 g mol⁻¹
* HOMO-LUMO gap: 8.2 eV
* HOMO: -8.07 eV

The geometry in XYZ format:
```
159
Properties=species:S:1:pos:R:3:forces:R:3:lowdin_charge:R:1
O -0.825 2.336 -0.509 1.5 2.2 2.0 -0.034
O 1.240 -7.503 5.823 -0.6 -1.1 -0.5 -0.060
O 0.680 9.040 -4.734 -0.3 0.1 0.0 -0.056
O 0.311 -6.499 -3.840 -0.1 0.4 -0.4 -0.015
O 3.383 5.749 -0.691 0.2 0.2 0.0 -0.055
O -1.950 7.230 2.450 0.7 0.2 -0.7 -0.051
O -7.320 0.874 8.164 -0.6 0.2 0.0 -0.010
O -11.416 -1.332 -4.605 -0.3 -0.6 0.2 -0.047
O 3.263 4.849 -7.382 -1.0 -1.0 0.4 -0.067
O 10.851 1.822 0.194 1.0 0.3 0.4 -0.034
O -6.067 8.027 -4.838 -0.2 0.0 0.0 -0.055
N -5.945 0.968 8.011 2.3 0.8 -0.6 -0.145
N 9.556 1.525 0.553 -3.3 0.1 1.1 -0.139
N 0.683 -6.510 -5.210 2.2 -0.3 -0.2 -0.118
C 7.720 1.290 2.377 2.0 -0.7 0.4 -0.121
C 2.268 -5.829 -6.946 0.5 0.0 0.0 -0.170
C -3.812 1.815 8.852 1.7 -1.3 -0.6 -0.159
C -5.455 -1.469 7.636 -0.9 0.5 -0.3 -0.031
C 2.339 4.326 -9.539 -0.6 0.4 0.5 -0.078
C 3.044 -6.033 -4.581 -0.9 1.4 -0.5 -0.021
C 0.024 -6.777 -7.550 0.9 1.2 -1.7 -0.135
C -0.448 -6.759 -6.089 0.1 0.9 -0.6 -0.499
C -1.353 1.689 -1.571 -0.7 -0.9 -2.6 -0.557
C -5.408 -0.020 7.067 1.5 -0.7 0.0 -0.463
C 9.281 1.546 2.108 -1.3 0.3 -2.2 -0.426
C -10.430 -1.592 -3.607 1.2 -0.2 -1.4 -0.508
C -10.192 -0.339 -2.878 0.6 1.1 1.6 -0.088
C -5.785 2.789 9.662 -1.1 -0.3 -0.4 -0.045
C 2.901 3.741 -8.242 0.9 0.2 -1.4 -0.457
C -2.631 7.058 3.653 -1.2 0.0 0.5 -0.506
C -9.161 -1.969 -4.387 0.0 0.1 -0.8 -0.063
C -6.177 0.080 5.688 1.1 -0.1 1.2 -0.023
C -3.880 0.319 6.814 -0.9 -0.1 -0.2 -0.135
C 1.134 -5.766 -7.911 -1.1 0.0 0.2 -0.198
C 1.119 -6.331 5.014 0.5 -0.3 0.7 -0.509
C 9.026 0.419 -0.292 -2.2 1.8 -0.9 -0.450
C -2.079 2.657 -2.594 0.8 -1.5 1.4 -0.025
C -4.079 6.556 3.309 1.0 -0.3 0.3 -0.055
C 7.444 0.411 -0.036 0.7 -0.9 0.6 -0.129
C 10.204 0.522 2.682 1.0 -0.3 2.2 -0.061
C 7.084 0.305 1.449 -0.9 -0.5 -0.9 -0.212
C 9.088 0.924 -1.787 1.0 -1.1 0.0 -0.046
C -5.249 1.439 9.229 1.6 -0.3 -0.4 -0.494
C 1.029 -5.196 5.987 0.1 0.5 0.0 -0.068
C -0.009 -6.281 4.013 0.0 -0.8 0.0 -0.057
C 9.690 -0.946 -0.060 0.4 0.6 -0.5 -0.026
C 1.485 -4.099 -5.359 -0.5 0.5 1.7 -0.038
C -3.100 0.734 8.044 -0.4 -0.5 0.1 -0.197
C 1.848 -5.580 -5.487 -0.6 -0.8 -1.0 -0.465
C 9.546 2.969 2.627 1.2 -0.1 -0.8 -0.049
C -2.264 0.666 -0.997 -1.7 -0.8 0.4 -0.077
C -5.260 0.357 10.364 -0.5 1.0 -0.3 -0.011
C -0.970 -8.176 -5.820 -0.3 -0.6 0.3 -0.040
C -2.676 8.342 4.495 -0.3 -1.2 -0.1 -0.056
C 4.134 2.842 -8.490 0.2 -0.1 0.4 -0.057
C -1.510 -5.639 -5.925 -1.3 -0.6 0.2 -0.027
H -1.599 -8.580 -6.614 -0.3 0.5 -0.2 0.081
H 1.081 -3.927 -4.361 -0.2 -0.2 0.3 0.078
H -2.457 -6.025 -6.302 -0.3 -0.2 0.1 0.077
H -3.190 1.882 9.745 -0.3 0.4 0.4 0.122
H 6.990 -0.442 -0.542 0.4 -0.5 0.0 0.112
H 9.477 3.154 3.699 -0.2 -0.7 0.1 0.085
H 0.008 -5.090 6.354 -0.1 0.0 -0.1 0.083
H 3.433 4.927 -1.178 0.0 -0.2 -0.1 0.027
H 1.990 3.571 -10.243 0.4 0.0 -0.1 0.081
H 0.377 -7.703 -8.004 -0.1 -0.6 0.9 0.116
H -9.304 -2.900 -4.935 0.1 -0.2 0.3 0.076
H 10.581 3.164 2.347 0.2 0.4 0.1 0.073
H -10.658 -2.427 -2.945 -0.5 0.0 0.1 0.135
H 10.750 -0.755 0.108 0.0 0.0 0.6 0.080
H -0.760 -6.483 -8.248 -0.7 -0.2 0.4 0.116
H -7.224 -0.202 5.801 0.0 0.4 -0.1 0.075
H 0.306 -5.596 3.225 -0.4 0.2 0.0 0.083
H 0.868 -7.196 -3.484 -0.1 -0.1 0.2 0.094
H -2.959 -0.129 8.695 0.1 -0.2 0.0 0.099
H -3.644 2.731 8.285 -0.8 0.3 0.1 0.118
H -5.645 3.504 8.851 0.0 0.0 -0.1 0.083
H -0.140 -8.882 -5.822 0.3 0.2 0.2 0.084
H 1.328 -4.259 5.519 0.1 0.1 0.4 0.088
H 1.640 -5.500 6.838 0.4 0.8 0.0 0.081
H 1.392 9.486 -4.276 0.2 0.1 0.1 0.029
H -1.262 3.182 -0.388 0.0 0.1 0.2 0.094
H -2.552 7.743 1.906 0.2 0.2 -0.4 0.083
H -5.204 3.167 10.504 -0.5 -0.1 0.3 0.092
H -8.978 -1.232 -5.170 -0.4 0.3 -0.1 0.078
H 9.221 -1.473 0.771 0.2 -0.1 -0.1 0.070
H 2.459 5.832 -0.455 -0.2 0.0 0.1 0.027
H -0.942 -5.979 4.489 0.0 0.1 -0.2 0.077
H -4.689 7.247 2.727 0.1 0.7 0.4 0.074
H -9.709 0.411 -3.504 -0.1 0.0 -0.1 0.091
H 4.010 1.777 -8.294 -0.6 0.0 -0.1 0.069
H 3.975 -5.751 -5.073 0.0 0.0 -0.1 0.078
H -7.484 1.675 7.662 -1.3 0.0 0.1 0.108
H -0.503 1.172 -2.017 0.0 0.1 -0.7 0.133
H -4.963 -1.588 8.602 0.1 0.2 -0.2 0.062
H -8.206 -1.954 -3.863 -0.3 -0.4 0.6 0.079
H -4.437 -0.358 10.376 -0.2 -0.1 -0.6 0.068
H 10.396 0.748 3.731 -0.5 0.0 0.5 0.080
H 2.299 -3.375 -5.364 0.4 -0.3 -0.5 0.085
H -2.103 1.051 7.739 0.1 0.1 0.1 0.112
H -6.515 -1.673 7.787 -0.1 -0.4 0.1 0.078
H -2.837 3.152 -1.987 0.0 0.5 -0.2 0.074
H 3.018 5.058 -9.975 0.3 -0.4 -0.3 0.078
H 6.002 0.427 1.506 -0.2 0.0 0.1 0.108
H 9.742 -1.570 -0.952 -0.7 -0.1 -0.1 0.077
H -5.967 1.085 5.321 -0.7 0.2 0.0 0.076
H -4.008 5.727 2.605 0.2 -0.4 0.4 0.071
H -1.666 -5.389 -4.875 0.1 -0.2 0.1 0.078
H 2.962 -5.052 -7.267 0.4 0.0 0.4 0.121
H 1.437 -5.903 -8.949 0.2 -0.3 0.0 0.113
H 0.678 -3.729 -5.991 0.3 -0.4 -0.4 0.068
H 10.707 2.694 -0.183 0.6 0.1 -0.2 0.108
H -1.457 -4.683 -6.446 1.0 -0.1 -0.3 0.073
H 10.085 1.151 -2.164 0.3 0.4 0.6 0.069
H -12.153 -0.942 -4.129 -0.3 0.0 -0.2 0.081
H -1.324 3.319 -3.019 -0.4 0.2 -0.1 0.076
H -5.201 0.808 11.354 -0.3 0.2 0.0 0.077
H 7.224 -0.716 1.805 0.4 -0.1 0.0 0.103
H -5.745 -0.563 4.922 0.2 -0.3 0.3 0.078
H -9.538 -0.535 -2.028 0.3 0.1 0.1 0.085
H -1.510 -8.330 -4.885 0.0 0.4 0.1 0.079
H -5.542 7.882 -5.625 0.1 0.0 -0.2 0.028
H -3.406 -0.566 6.388 -0.1 -0.1 -0.1 0.112
H 2.062 -6.350 4.467 0.1 0.4 -0.1 0.133
H -0.159 -7.258 3.555 0.0 0.0 -0.1 0.079
H 7.716 0.795 3.348 0.0 0.2 0.4 0.112
H 1.459 4.921 -9.290 -0.2 0.0 0.1 0.073
H 2.110 3.096 -7.861 0.0 0.6 1.0 0.131
H -3.330 8.073 5.324 -0.5 0.6 0.0 0.073
H 2.799 -6.779 -7.002 -0.1 -0.2 -0.1 0.122
H -5.435 8.311 -4.177 0.1 0.1 0.2 0.027
H -1.741 8.594 4.996 0.2 0.2 -0.6 0.076
H 4.884 3.119 -7.749 0.3 0.2 -0.2 0.073
H -4.597 6.253 4.219 -0.2 0.0 -0.2 0.073
H 8.433 1.760 -2.035 0.0 -0.1 0.4 0.077
H 8.923 3.726 2.151 -0.1 -0.3 -0.2 0.082
H -2.626 2.087 -3.346 0.3 0.1 -0.2 0.073
H -3.807 1.091 6.049 -0.1 0.3 0.0 0.109
H -2.071 6.320 4.227 -0.2 -0.4 -0.2 0.134
H 6.848 1.194 -0.504 0.8 0.8 0.1 0.106
H 1.017 -7.321 6.739 -0.2 0.1 -0.1 0.070
H -2.925 1.208 -0.321 -0.2 0.0 0.2 0.082
H 1.114 8.357 -5.245 0.1 -0.2 -0.1 0.027
H 3.972 5.354 -7.786 0.1 -0.2 -0.3 0.082
H -6.860 2.680 9.805 0.0 0.4 0.7 0.081
H 7.138 2.200 2.521 0.3 0.2 -0.5 0.111
H -11.069 0.116 -2.418 -0.3 -0.1 -0.2 0.081
H -5.050 -2.199 6.935 0.0 0.1 -0.1 0.080
H 3.049 -7.112 -4.433 -0.1 0.1 0.2 0.085
H -3.065 9.101 3.816 0.0 0.5 0.6 0.082
H -6.238 -0.100 10.211 0.1 -0.5 0.6 0.082
H 11.242 0.584 2.354 -0.2 0.1 -0.9 0.087
H -2.930 0.148 -1.687 0.2 0.0 -0.4 0.078
H 9.906 -0.527 2.681 -0.3 0.2 -0.4 0.080
H 8.875 0.094 -2.460 -0.7 -0.2 0.1 0.073
H 2.984 -5.429 -3.676 0.1 -0.5 0.4 0.077
H 4.528 2.907 -9.504 0.1 0.3 0.1 0.072
H 0.721 -4.757 -7.924 -0.1 0.2 0.2 0.100
H -1.767 -0.096 -0.397 0.3 0.2 -0.1 0.083
```
Positions in Å, forces in eV/Å.



- Which of these has the highest DFT total energy?
  C5H11N4



- What is the formula in the first record?
  C5H11N4



- M of number 2 (C27H28FN7O3)?
  517.57 g mol⁻¹